(1)
{
  "formula": "C6H12",
  "method": "ωB97M-V/def2-TZVPD",
  "total_energy_ev": -6416.0962,
  "e_lumo_ev": 1.02,
  "e_above_lowest_kj_mol": 81.5,
  "fmax_ev_per_a": 0.4,
  "gap_ev": 11.45,
  "symbols": ["C", "C", "C", "C", "C", "C", "H", "H", "H", "H", "H", "H", "H", "H", "H", "H", "H", "H"],
  "xyz": [[-1.2243, -1.0130, 0.5637], [-0.3235, 0.0789, -0.0143], [-1.1900, 1.1466, -0.6607], [0.7914, 0.6006, 0.9362], [1.8157, -0.3098, 0.2039], [0.7880, -0.4913, -0.9307], [-1.8135, -1.4484, -0.2534], [-0.6786, -1.8346, 1.0448], [-1.9337, -0.6047, 1.2948], [-1.7818, 0.6935, -1.4649], [-0.5738, 1.9438, -1.0924], [-1.8821, 1.5999, 0.0606], [1.0020, 1.6631, 0.7608], [0.5925, 0.4507, 2.0047], [1.9995, -1.2441, 0.7417], [2.7820, 0.0978, -0.1146], [0.6561, -1.5122, -1.3041], [0.9739, 0.1833, -1.7760]]
}

(2)
{
  "formula": "C24H26N5O4S2SiV",
  "method": "ωB97M-V/def2-TZVPD",
  "total_energy_ev": -96192.4531,
  "e_lumo_ev": [2.61, 2.62],
  "e_above_lowest_kj_mol": 0.0,
  "fmax_ev_per_a": 0.7,
  "total_charge": -1,
  "gap_ev": [5.66, 6.54],
  "multiplicity": 4,
  "symbols": ["V", "O", "C", "O", "C", "C", "C", "C", "C", "N", "C", "O", "O", "H", "H", "H", "C", "N", "C", "C", "N", "C", "S", "H", "H", "H", "H", "H", "H", "H", "H", "C", "C", "C", "C", "C", "C", "Si", "C", "C", "C", "C", "C", "C", "H", "H", "H", "H", "H", "H", "H", "H", "H", "H", "H", "N", "C", "N", "S", "H", "H", "H", "H"],
  "xyz": [[-0.4335, 0.9114, 0.0492], [2.9242, 1.8738, -2.0368], [2.0625, 1.4673, -1.2707], [0.8428, 1.8730, -1.2053], [2.3799, 0.3643, -0.2861], [3.6309, -0.1616, -0.1058], [3.7946, -1.1823, 0.8662], [2.7220, -1.6213, 1.5849], [1.4495, -1.0402, 1.3479], [1.3108, -0.0461, 0.4106], [0.2843, -1.4568, 2.0037], [0.1446, -2.3413, 2.8662], [-0.9051, -0.8039, 1.6146], [4.4516, 0.2139, -0.6997], [4.7729, -1.6161, 1.0331], [2.8061, -2.4024, 2.3300], [-0.9899, 1.8847, -3.8070], [-2.2409, 1.2843, -3.3807], [-3.5124, 1.9988, -3.4510], [-4.4714, 1.0933, -2.6623], [-3.6256, -0.0535, -2.3258], [-2.3298, 0.1908, -2.6257], [-1.0362, -0.7415, -2.0780], [-1.2180, 2.8320, -4.2923], [-0.4795, 1.2342, -4.5181], [-0.3295, 2.0524, -2.9580], [-3.8235, 2.1258, -4.4906], [-3.4118, 2.9795, -2.9852], [-5.3242, 0.7793, -3.2650], [-4.8304, 1.5840, -1.7602], [-3.8069, -0.5874, -1.4892], [-6.2114, -0.5461, 0.2787], [-5.5057, -1.6701, -0.1345], [-4.2873, -1.9777, 0.4605], [-3.7470, -1.1787, 1.4718], [-4.4798, -0.0614, 1.8760], [-5.6943, 0.2576, 1.2869], [-2.1535, -1.7430, 2.3047], [-2.3619, -1.4588, 4.1430], [-2.8874, -2.4711, 4.9479], [-3.0858, -2.2786, 6.3077], [-2.7590, -1.0613, 6.8927], [-2.2265, -0.0458, 6.1105], [-2.0325, -0.2469, 4.7499], [-7.1614, -0.3000, -0.1810], [-5.8968, -2.3011, -0.9235], [-3.7428, -2.8570, 0.1259], [-4.0885, 0.5848, 2.6557], [-6.2327, 1.1422, 1.6069], [-2.0901, -3.1671, 1.9404], [-3.1350, -3.4332, 4.5061], [-3.4912, -3.0800, 6.9139], [-2.9093, -0.9090, 7.9550], [-1.9531, 0.9014, 6.5600], [-1.5824, 0.5468, 4.1619], [-0.5706, 3.9593, 0.3225], [-1.0609, 2.6960, 0.8440], [-1.1180, 2.8028, 2.2892], [-2.5098, 2.0605, 0.0106], [0.3760, 4.0896, 0.6656], [-0.4824, 3.8724, -0.6792], [-1.5979, 3.6680, 2.5367], [-1.6731, 2.0429, 2.6515]]
}

(3)
{
  "formula": "C7H10O",
  "method": "ωB97M-V/def2-TZVPD",
  "total_energy_ev": -9464.8205,
  "e_lumo_ev": 0.25,
  "e_above_lowest_kj_mol": 360.9,
  "fmax_ev_per_a": 3.1,
  "gap_ev": 9.66,
  "symbols": ["C", "C", "C", "C", "O", "H", "H", "H", "H", "H", "H", "C", "C", "C", "H", "H", "H", "H"],
  "xyz": [[-2.8756, 1.0415, -0.0711], [-2.2964, -0.0430, -0.5929], [-1.1696, -0.7692, 0.0975], [-1.2074, -2.2615, -0.1832], [-0.7216, -0.3369, 1.1523], [-2.3469, 1.5684, 0.7095], [-3.8760, 1.3402, -0.3447], [-2.8705, -0.6202, -1.3098], [-2.1068, -2.6935, 0.2554], [-0.3400, -2.7435, 0.2597], [-1.2991, -2.4586, -1.2500], [2.5945, 1.3089, 1.3804], [2.6924, 0.9024, 0.1236], [3.3122, 0.9135, -1.0223], [2.3615, 2.3179, 1.6841], [3.0323, 0.7099, 2.1670], [4.2323, 1.4500, -1.2016], [2.8850, 0.3736, -1.8541]]
}

(4)
{
  "formula": "C11H21BN2O6P",
  "method": "ωB97M-V/def2-TZVPD",
  "total_energy_ev": -36972.8868,
  "e_lumo_ev": 1.71,
  "e_above_lowest_kj_mol": 391.5,
  "fmax_ev_per_a": 5.2,
  "total_charge": -1,
  "gap_ev": 5.82,
  "symbols": ["C", "N", "C", "C", "O", "P", "O", "C", "B", "O", "O", "C", "H", "H", "H", "H", "H", "H", "H", "H", "H", "H", "H", "H", "H", "H", "H", "H", "C", "C", "C", "C", "C", "C", "N", "O", "O", "H", "H", "H", "H", "H"],
  "xyz": [[-2.4446, -2.8226, -1.4102], [-0.9806, -2.4609, -1.2912], [-0.6335, -1.1640, -1.9883], [-1.0933, 0.0543, -0.9466], [-0.1323, 0.4403, 0.1162], [-0.9082, 1.8943, 0.7790], [-1.7237, 2.5453, -0.6348], [-1.5083, 1.4896, -1.6706], [-2.9102, 1.5062, -2.5301], [-2.8023, 1.2435, -4.0031], [-4.2612, 1.7971, -2.0121], [-4.6549, 0.8882, -0.9245], [-2.8186, -2.9136, -2.5388], [-2.6224, -3.9055, -0.9406], [-3.1171, -2.0915, -0.7882], [-0.3465, -3.2478, -1.5572], [-1.1645, -0.9937, -3.0176], [0.5411, -1.1237, -2.1133], [-2.0608, -0.2121, -0.3205], [-1.4804, 3.0773, 1.4277], [-2.0640, 1.2337, 1.3328], [-0.3251, 1.6903, 2.1122], [0.1999, 2.7327, 0.3891], [-0.5729, 1.9257, -2.2398], [-2.5416, 0.2903, -4.1734], [-4.1481, -0.1662, -0.9482], [-5.8244, 0.6937, -1.0627], [-4.5590, 1.4373, 0.1280], [3.9973, -0.3271, 0.2968], [2.8179, -0.1985, 1.0320], [2.8630, -0.1647, 2.4271], [4.1007, -0.2563, 3.0785], [5.2856, -0.3931, 2.3431], [5.2276, -0.4286, 0.9484], [4.1571, -0.1957, 4.5439], [3.0855, -0.0933, 5.1594], [5.2727, -0.2463, 5.0815], [3.9576, -0.3473, -0.7909], [1.8627, -0.1215, 0.5170], [1.9349, -0.0640, 2.9856], [6.2526, -0.4702, 2.8359], [6.1422, -0.5315, 0.3686]]
}

(5)
{
  "formula": "C36H74N10O11S3",
  "method": "ωB97M-V/def2-TZVPD",
  "total_energy_ev": -108464.1711,
  "e_lumo_ev": -0.05,
  "fmax_ev_per_a": 0.9,
  "gap_ev": 8.57,
  "symbols": ["C", "C", "C", "C", "C", "O", "S", "O", "O", "O", "C", "C", "C", "C", "S", "C", "S", "N", "C", "C", "N", "C", "N", "C", "C", "H", "H", "H", "H", "H", "H", "H", "H", "H", "H", "H", "H", "H", "H", "H", "H", "H", "H", "H", "H", "H", "H", "H", "H", "H", "C", "N", "C", "C", "O", "H", "H", "H", "H", "H", "H", "H", "C", "N", "C", "C", "O", "H", "H", "H", "H", "H", "H", "H", "C", "N", "C", "C", "O", "H", "H", "H", "H", "H", "H", "H", "C", "N", "C", "C", "O", "H", "H", "H", "H", "H", "H", "H", "C", "N", "C", "C", "O", "H", "H", "H", "H", "H", "H", "H", "C", "N", "C", "C", "O", "H", "H", "H", "H", "H", "H", "H", "C", "N", "C", "C", "O", "H", "H", "H", "H", "H", "H", "H"],
  "xyz": [[1.8123, -0.7313, 2.5652], [0.5004, -1.0637, 1.8542], [-0.5450, 0.0365, 1.9811], [-0.7568, 0.4065, 3.4546], [-2.0937, 1.0668, 3.7307], [-2.3787, 0.9250, 5.1581], [-2.1382, 2.2861, 5.9098], [-0.7610, 2.4071, 6.2476], [-3.1345, 2.4561, 6.9055], [-2.4813, 3.2229, 4.6913], [-2.2826, 2.5796, 3.4023], [-1.1103, 3.2305, 2.6715], [-1.0454, 4.7610, 2.7808], [0.3651, 5.3086, 3.0279], [1.6356, 4.5885, 1.9694], [2.5116, 3.4894, 3.0136], [2.0345, 2.9861, 4.4859], [3.7078, 3.0849, 2.4228], [4.0756, 3.1454, 1.0796], [5.3232, 2.6601, 1.0276], [5.7706, 2.2973, 2.2889], [4.7951, 2.5511, 3.0869], [-3.5554, 2.7712, 2.7315], [-3.7236, 2.0582, 1.4587], [-5.0309, 1.2760, 1.4387], [2.5723, -1.4788, 2.3334], [2.1935, 0.2531, 2.2730], [1.6988, -0.7312, 3.6523], [0.7104, -1.2685, 0.8022], [0.0862, -1.9815, 2.2798], [-1.4926, -0.3177, 1.5608], [-0.2053, 0.9109, 1.4179], [0.0751, 1.0263, 3.7936], [-0.7171, -0.5007, 4.0644], [-2.8529, 0.4513, 3.2504], [-0.1731, 2.8171, 3.0369], [-1.1947, 2.9596, 1.6184], [-1.6977, 5.1536, 3.5621], [-1.3932, 5.2026, 1.8419], [0.3788, 6.3706, 2.7733], [0.6853, 5.2230, 4.0655], [3.4481, 3.5094, 0.2845], [5.9348, 2.5634, 0.1463], [4.7746, 2.3908, 4.1516], [-3.7217, 3.7621, 2.6095], [-3.7492, 2.7775, 0.6330], [-2.8736, 1.4039, 1.2587], [-5.1942, 0.7831, 0.4797], [-5.0609, 0.5511, 2.2547], [-5.8580, 1.9666, 1.6173], [1.9664, -0.9652, -4.7165], [1.7578, -0.1479, -3.5316], [0.8775, -0.3490, -2.5174], [-0.0174, -1.5635, -2.5927], [0.8211, 0.4285, -1.5750], [2.9922, -1.3253, -4.7528], [1.7817, -0.3701, -5.6095], [1.2962, -1.8167, -4.7152], [2.3274, 0.6755, -3.4155], [-0.6479, -1.5889, -1.7128], [-0.6462, -1.5243, -3.4843], [0.5700, -2.4813, -2.6227], [1.0375, 6.8215, -4.0028], [2.2584, 6.3021, -3.4240], [2.4026, 5.5552, -2.2964], [1.1547, 5.2010, -1.5224], [3.5048, 5.1845, -1.9289], [0.8907, 6.4333, -5.0123], [1.0655, 7.9114, -4.0549], [0.1839, 6.5309, -3.3991], [3.1296, 6.5012, -3.8901], [1.4619, 4.6174, -0.6640], [0.6380, 6.0981, -1.1758], [0.4708, 4.6089, -2.1321], [6.9836, -2.9557, -6.6939], [5.5854, -2.6203, -6.8617], [4.5024, -3.3119, -6.4313], [4.7314, -4.6055, -5.6860], [3.3794, -2.8797, -6.6543], [7.5048, -2.1693, -6.1459], [7.4686, -3.0762, -7.6639], [7.0874, -3.8841, -6.1408], [5.3589, -1.7715, -7.3711], [3.7634, -5.0192, -5.4212], [5.2688, -5.3230, -6.3068], [5.3071, -4.4342, -4.7758], [2.4818, 1.8289, -10.5527], [3.7060, 1.2160, -10.0820], [3.8680, 0.3740, -9.0303], [2.6514, 0.0011, -8.2199], [4.9759, -0.0684, -8.7526], [2.2708, 1.5320, -11.5814], [2.5550, 2.9173, -10.5172], [1.6473, 1.5218, -9.9309], [4.5613, 1.4189, -10.5752], [2.9893, -0.6731, -7.4397], [2.1993, 0.8868, -7.7698], [1.9086, -0.5133, -8.8303], [-5.3028, -4.2378, -1.4805], [-4.0106, -3.6654, -1.1647], [-2.7750, -4.1695, -1.4325], [-2.7062, -5.4976, -2.1519], [-1.7711, -3.5661, -1.0978], [-5.8761, -3.5693, -2.1255], [-5.8798, -4.4165, -0.5716], [-5.1782, -5.1842, -1.9964], [-3.9873, -2.7823, -0.6795], [-1.6597, -5.7536, -2.2835], [-3.1948, -6.2816, -1.5723], [-3.1857, -5.4385, -3.1298], [-4.1054, -1.8114, 8.6316], [-4.6026, -2.8267, 7.7228], [-4.9984, -2.6752, 6.4300], [-4.9133, -1.2852, 5.8499], [-5.3884, -3.6343, 5.7817], [-3.0966, -2.0553, 8.9698], [-4.7500, -1.7284, 9.5080], [-4.0737, -0.8451, 8.1387], [-4.6819, -3.7726, 8.0616], [-5.2551, -1.3152, 4.8195], [-5.5327, -0.5840, 6.4095], [-3.8827, -0.9291, 5.8696], [-1.6204, -4.4024, 6.7550], [-0.9161, -3.9543, 5.5721], [-1.2826, -4.1091, 4.2715], [-2.5747, -4.8409, 3.9922], [-0.5906, -3.6605, 3.3711], [-1.8795, -3.5553, 7.3937], [-1.0058, -5.0940, 7.3344], [-2.5377, -4.9101, 6.4738], [-0.0454, -3.4605, 5.6924], [-2.7130, -4.8725, 2.9157], [-2.5343, -5.8614, 4.3757], [-3.4322, -4.3392, 4.4445]]
}